12
Properties=species:S:1:pos:R:3:lowdin_charge:R:1 method="wB97M-V/def2-TZVPD" orbital_gap_ev=11.27 smiles=CC.N de_lowest_kj_mol=0.00 largest_force_ev_per_a=0.648 multiplicity=1 e_tot_ha=-136.3421 lumo_energy_ev=1.13
C -2.0542 -0.4328 0.0018 -0.185
C -0.9222 0.5870 -0.0153 -0.190
H -1.8930 -1.2350 -0.7221 0.057
H -2.1581 -0.8780 1.0076 0.063
H -3.0040 0.0671 -0.2499 0.061
H 0.0503 0.1519 0.2128 0.021
H -1.0928 1.3796 0.7408 0.065
H -0.8343 1.0909 -0.9966 0.067
H 2.7359 0.0810 0.9531 0.011
H 2.6513 -1.1079 -0.1558 0.008
H 3.3321 0.3140 -0.5358 0.002
N 2.5816 -0.1127 -0.0248 0.019